C4H13NO2 | the ωB97M-V functional and the def2-TZVPD basis

Summary:
HOMO level: -9.0068 eV
Energy above the lowest of the compared OMol25 structures with the same formula, charge and spin: 94.11 kJ/mol
E_LUMO: 0.9 eV
SMILES string: CN[C@H](C)CO.O
Total charge: 0

```
20
Properties=species:S:1:pos:R:3:forces:R:3
H -1.8135 0.2727 -2.9511 0.2398 0.0912 0.1245
C -1.1167 1.5429 0.8112 0.0578 0.0336 0.4030
H -2.0446 1.0320 1.0613 -0.1309 0.0146 0.0089
H 1.6049 0.3524 0.6408 -0.0984 0.2266 0.0159
H 3.5888 -1.7871 -1.0302 0.0188 -0.0390 0.0044
H -1.3563 2.5404 0.4472 -0.0385 -0.0715 -0.1557
C 0.3208 -0.8525 1.6903 -0.1117 0.7039 0.1414
O -1.1137 0.6344 -2.3916 -0.2429 0.0887 -0.3004
C -1.0835 -0.0935 -1.1719 -0.2319 0.2166 0.1672
H 0.8019 -1.8184 1.7794 0.0843 -0.2467 -0.1184
H 0.5265 -0.2972 2.6138 0.0229 -0.0196 0.0073
H -0.7566 -0.9838 1.6715 -0.1269 -0.2886 -0.0717
H -0.5598 1.6511 1.7421 -0.0468 0.2326 0.0523
N 0.7330 -0.1302 0.4871 0.0568 -0.6990 0.1908
H 2.1173 -1.3996 -0.8202 -0.0565 0.2123 -0.0772
O 2.8150 -1.4542 -1.4920 -0.0591 -0.0585 0.0910
C -0.2743 0.7273 -0.1534 0.7503 -0.4433 -0.6675
H -0.6107 -1.0628 -1.3134 0.1306 -0.1237 -0.0094
H 0.3296 1.3728 -0.7904 -0.1013 0.2809 0.0116
H -2.1083 -0.2466 -0.8304 -0.1165 -0.1112 0.1820
```
Forces are in eV/Å.

natural (NBO) population analysis, charges in e, atoms 1 to 6: number 1, H, carries 0.47; number 2, C, carries -0.63; number 3, H, carries 0.20; number 4, H, carries 0.37; number 5, H, carries 0.46; number 6, H, carries 0.23


C4H13NO2 | the ωB97M-V functional and the def2-TZVPD basis

Summary:
HOMO level: -9.2776 eV
Energy above the lowest of the compared OMol25 structures with the same formula, charge and spin: 54.01 kJ/mol
E_LUMO: 0.8 eV
SMILES string: C[C@@H](O)CCN.O
Total charge: 0

```
20
Properties=species:S:1:pos:R:3:forces:R:3
N -0.1322 -2.5321 -1.3269 -0.1626 0.0070 0.1908
H 1.7837 2.1092 -0.8883 0.0400 -0.1353 0.1689
H 0.1387 -2.3857 0.7226 0.0663 0.1311 0.0276
C -0.5159 -1.9415 -0.0289 0.2458 -0.2781 -0.3395
H -1.9499 3.5066 2.6491 0.1821 0.1647 -0.0192
C 0.8543 1.5464 -0.9750 -0.2197 0.0072 -0.3640
H -0.2972 -3.5314 -1.2837 0.1054 0.0072 -0.0969
O -1.2480 2.9132 2.9394 -0.4200 -0.0668 -0.0586
H -0.5157 -0.0752 0.9937 -0.0844 0.0803 -0.1543
H 2.7404 -0.0331 0.2420 -0.0296 0.0083 0.1939
H 0.5822 1.5570 -2.0311 -0.0301 -0.0383 -0.1129
H -1.7387 2.1045 3.1248 0.2353 -0.0977 0.0659
C 0.9554 0.1025 -0.4970 0.1546 -0.0173 -0.3102
H 1.3127 -0.5333 -1.3129 0.0122 0.0688 -0.0224
H -1.2165 -0.0189 -0.6094 0.0255 0.2532 -0.3315
H -0.7330 -2.1818 -2.0662 -0.0278 0.0325 0.0352
H -1.5405 -2.2098 0.2425 -0.1104 0.0865 0.1412
C -0.3845 -0.4237 -0.0399 -0.2090 -0.4051 0.7027
O 1.8493 -0.0476 0.6072 0.1401 0.0026 -0.0359
H 0.0554 2.0748 -0.4621 0.0860 0.1892 0.3191
```
Forces are in eV/Å.

natural (NBO) population analysis, charges in e, atoms 1 to 6: number 1, N, carries -0.84; number 2, H, carries 0.21; number 3, H, carries 0.19; number 4, C, carries -0.21; number 5, H, carries 0.46; number 6, C, carries -0.63


C4H13NO2 | the ωB97M-V functional and the def2-TZVPD basis

Summary:
HOMO level: -9.0225 eV
Energy above the lowest of the compared OMol25 structures with the same formula, charge and spin: 143.49 kJ/mol
E_LUMO: 0.4 eV
SMILES string: C/C=C/CN.O.O
Total charge: 0

```
20
Properties=species:S:1:pos:R:3:forces:R:3
O -0.7717 -2.1148 1.7882 -0.1027 -0.1423 0.7880
C 0.1706 1.5349 -2.2149 0.1093 0.3676 -0.8966
H -0.5607 -0.4885 -2.1800 0.1485 0.1007 -0.6283
H -2.0197 0.0704 -0.2446 -1.1491 -0.3201 -0.3489
H -1.4432 2.3605 0.3156 -0.0322 -0.0035 -0.0226
H 0.2190 2.4567 -1.6497 -0.2543 -0.0679 0.4045
H 0.7850 -3.7541 5.2380 -0.1805 0.0059 0.5350
H 2.0245 -3.3859 4.5596 0.4985 0.2181 0.1710
H 0.0534 1.8622 0.6840 0.0817 -0.0607 -0.0175
H -0.4128 -0.3344 0.0904 -0.1555 -0.3471 0.3324
H -1.5436 -1.8376 2.3006 -0.1091 0.1457 -0.4201
C -1.0353 0.4531 -0.3318 1.6288 -0.3727 0.5376
H 1.5432 2.5484 -3.5289 -0.2703 0.1742 0.2821
H -0.1858 -2.3746 2.5116 0.2321 -0.0182 -0.3298
C 0.9078 1.6561 -3.5107 1.4902 0.1069 -0.7214
N -0.9062 1.5512 0.6066 -0.1406 0.5781 -0.3299
O 1.6221 -3.3166 5.4339 -0.3145 -0.2512 -0.7149
C -0.4837 0.4958 -1.7373 -0.4659 0.4301 0.9691
H 1.6714 0.8865 -3.6785 -0.3944 -0.3587 0.1926
H 0.3656 1.7308 -4.4519 -0.6202 -0.1849 0.2176
```
Forces are in eV/Å.

natural (NBO) population analysis, charges in e, atoms 1 to 6: number 1, O, carries -0.93; number 2, C, carries -0.22; number 3, H, carries 0.20; number 4, H, carries 0.19; number 5, H, carries 0.35; number 6, H, carries 0.19


C4H13NO2 | the ωB97M-V functional and the def2-TZVPD basis

Summary:
HOMO level: -9.3080 eV
Energy above the lowest of the compared OMol25 structures with the same formula, charge and spin: 101.27 kJ/mol
E_LUMO: 0.9 eV
SMILES string: CN[C@H](C)CO.O
Total charge: 0

```
20
Properties=species:S:1:pos:R:3:forces:R:3
C -0.3074 -1.3388 0.0064 -1.9240 -0.9239 1.1081
H -2.3163 -0.0231 2.8931 -0.5946 -0.5014 0.2176
H 1.8300 -0.9299 -0.0101 -0.5452 -0.1816 -0.1791
H -0.0652 -0.3673 -2.3899 0.1794 0.9679 0.1001
H -0.2895 2.6119 0.2833 -0.0975 0.0476 -0.2984
N 0.7271 0.7758 0.3261 -1.1083 0.5983 -0.0202
O -1.6349 0.6353 2.8457 0.3200 0.4228 -0.0534
H -1.2351 -0.7237 0.0044 0.5454 0.0088 -0.5788
O -0.2707 -1.8726 1.3414 0.9363 0.7359 -0.0515
C 0.8728 -0.5135 -0.3769 0.6123 1.0707 -0.7989
C 0.9314 -0.4120 -1.9358 -0.0110 -1.3485 1.0323
H -0.5418 -2.2000 -0.6231 0.4775 0.1150 -0.2464
H -1.1920 1.2980 -0.5466 0.0172 -0.0262 0.5228
H 1.6782 0.3312 -2.2217 -0.4032 -0.0899 -0.4338
H -1.1478 0.3727 2.0608 0.3336 0.1902 -0.1879
H 0.1962 -1.1744 1.8378 -0.2338 -0.4949 0.1583
H 1.2085 -1.4215 -2.2555 0.6267 0.1938 -0.1518
C -0.2080 1.7295 -0.3492 0.7174 -0.9463 -0.0386
H 1.5833 1.3022 0.4599 0.1619 -0.5500 -0.0884
H 0.1811 1.9203 -1.3500 -0.0102 0.7116 -0.0121
```
Forces are in eV/Å.

natural (NBO) population analysis, charges in e, atoms 1 to 6: number 1, C, carries -0.08; number 2, H, carries 0.47; number 3, H, carries 0.21; number 4, H, carries 0.21; number 5, H, carries 0.22; number 6, N, carries -0.66


C4H13NO2 | the ωB97M-V functional and the def2-TZVPD basis

Summary:
HOMO level: -9.3365 eV
Energy above the lowest of the compared OMol25 structures with the same formula, charge and spin: 68.72 kJ/mol
E_LUMO: 0.9 eV
SMILES string: CNC[C@H](C)O.O
Total charge: 0

```
20
Properties=species:S:1:pos:R:3:forces:R:3
O -0.4401 0.7616 -1.3942 -0.0931 0.1119 -0.6674
C 0.8320 0.6909 -0.8016 0.7842 -0.2211 0.7991
H 0.7079 -1.4488 0.9503 -0.0972 0.0627 -0.4691
H 2.1774 1.8169 -2.1140 -0.2928 -0.0151 -0.1348
C 0.5771 0.5617 0.6970 -0.7863 -0.2290 -0.3186
H 1.4591 0.7116 1.3287 0.0708 0.4469 -0.2228
H -0.3207 0.8425 -2.3524 -0.1788 -0.1058 0.3143
N -0.0203 -0.7394 1.0081 0.3559 -0.3286 0.2404
H -1.2183 -0.0071 2.5204 -0.4360 -0.3807 0.0130
H -0.2007 1.3160 0.8562 0.2294 0.0940 0.5951
H -1.4173 -1.4054 -0.2122 0.4521 -0.2288 -0.5699
H -0.8881 -1.7854 2.6143 -0.3436 -0.2862 0.0061
C 1.6974 1.8817 -1.1367 0.3824 0.8566 0.3147
O -1.8333 -2.0869 -0.7896 -0.2785 0.4047 0.7907
H 1.3638 -0.2037 -1.1040 0.0802 -0.5144 -0.3354
C -0.4930 -0.8122 2.3820 0.2901 1.3545 0.2913
H -2.6053 -2.2859 -0.2471 -0.1632 -0.3275 -0.3468
H 1.1130 2.8014 -1.0639 -0.1327 -0.0293 -0.2553
H 0.2777 -0.5577 3.1286 0.1829 -0.2674 -0.1040
H 2.5156 2.0458 -0.4278 -0.0260 -0.3971 0.0594
```
Forces are in eV/Å.

natural (NBO) population analysis, charges in e, atoms 1 to 6: number 1, O, carries -0.71; number 2, C, carries 0.09; number 3, H, carries 0.35; number 4, H, carries 0.21; number 5, C, carries -0.24; number 6, H, carries 0.18


C4H13NO2 | the ωB97M-V functional and the def2-TZVPD basis

Summary:
HOMO level: -8.0125 eV
Energy above the lowest of the compared OMol25 structures with the same formula, charge and spin: 150.14 kJ/mol
E_LUMO: 0.6 eV
SMILES string: C=C(C)NC.O.O
Total charge: 0

```
20
Properties=species:S:1:pos:R:3:forces:R:3
O -1.8985 -0.8583 2.5630 -0.6734 -0.0792 1.0902
H -0.2684 2.4241 -1.4191 -0.4319 -0.0923 -0.7945
H 1.0090 -0.8599 -2.5321 -0.2165 -0.0293 0.0071
H 0.1777 1.9390 1.3368 -0.6399 -0.5104 -0.2258
H 1.1018 0.8815 -2.8987 -0.3641 -0.0859 -0.0029
H 1.9319 0.2604 -1.5354 0.0056 -0.3481 -0.0522
O 0.4047 1.2250 1.9534 -0.2658 0.7013 -0.3983
H 1.3290 -1.2361 0.7043 -0.0363 0.0682 -0.1057
C -0.7861 1.5426 -1.0544 0.0822 0.4814 -0.4059
C 0.5753 -1.7100 0.0711 0.4508 -0.3229 -0.6688
C 0.9988 0.1383 -2.1053 1.3989 1.2569 0.2469
N -0.4109 -0.7770 -0.4044 -1.6753 -0.0808 0.1173
H -2.0190 -0.3835 3.4024 -0.1475 -0.4749 -0.2310
H 1.2729 1.5413 2.1734 0.8861 -0.2718 0.6937
H 0.0536 -2.4491 0.6755 0.0027 0.0731 0.1125
H -1.7652 1.7157 -0.6282 0.2428 -0.2734 0.6659
C -0.1570 0.3747 -1.1852 0.5081 -1.2558 0.5931
H 1.0706 -2.2722 -0.7438 0.1232 0.1692 0.2718
H -1.3045 -1.2359 -0.4936 -0.1860 0.5408 0.0316
H -1.3157 -0.2607 2.1203 0.9364 0.5339 -0.9450
```
Forces are in eV/Å.

natural (NBO) population analysis, charges in e, atoms 1 to 6: number 1, O, carries -0.95; number 2, H, carries 0.20; number 3, H, carries 0.22; number 4, H, carries 0.48; number 5, H, carries 0.22; number 6, H, carries 0.22


C4H13NO2 | the ωB97M-V functional and the def2-TZVPD basis

Summary:
HOMO level: -9.3714 eV
Energy above the lowest of the compared OMol25 structures with the same formula, charge and spin: 68.97 kJ/mol
E_LUMO: 0.7 eV
SMILES string: CCCNCO.O
Total charge: 0

```
20
Properties=species:S:1:pos:R:3:forces:R:3
H -3.1858 -0.1848 0.9383 -0.2825 -0.0360 -0.0037
H -2.8702 1.5442 0.8700 -0.0364 0.1152 -0.2319
H -1.6856 -0.7017 -0.8661 -0.0590 -0.1213 -0.1312
C 0.8631 0.6381 0.5875 0.1060 0.3367 -0.2241
H 3.5388 -2.9748 0.4355 0.0115 0.0730 0.0236
H 2.6452 0.8567 -0.0736 -0.1497 -0.0025 0.4809
H 0.6737 -0.2054 -1.2459 0.1220 0.3116 0.1632
C -0.7679 1.2049 -1.1997 -0.3114 -0.2118 0.4034
H -0.8155 1.2793 -2.2819 0.2442 0.0969 -0.1618
C -2.4439 0.5620 0.6735 0.1824 -0.1806 0.4373
H 3.6055 -4.2771 1.2234 0.0239 0.0138 -0.0147
O 3.9811 -3.8283 0.4598 -0.0391 -0.0476 0.0029
C -1.9715 0.3465 -0.7548 0.4460 0.1709 -0.0586
O 2.2630 0.5346 0.7635 0.1584 -0.0563 -0.5246
H 0.4255 -0.2283 1.0810 -0.0616 -0.1606 0.1332
H -2.7790 0.5343 -1.4660 -0.1212 -0.0546 0.1154
H 0.4856 1.5463 1.0745 -0.0446 -0.0347 -0.0845
N 0.5643 0.7238 -0.8300 -0.2227 -0.5993 -0.1721
H -1.6403 0.4260 1.4036 0.0157 0.0501 -0.1703
H -0.8863 2.2036 -0.7928 0.0181 0.3371 0.0174
```
Forces are in eV/Å.

natural (NBO) population analysis, charges in e, atoms 1 to 6: number 1, H, carries 0.21; number 2, H, carries 0.21; number 3, H, carries 0.19; number 4, C, carries 0.10; number 5, H, carries 0.47; number 6, H, carries 0.48


C4H13NO2 | the ωB97M-V functional and the def2-TZVPD basis

Summary:
HOMO level: -9.5254 eV
Energy above the lowest of the compared OMol25 structures with the same formula, charge and spin: 95.07 kJ/mol
E_LUMO: 0.9 eV
SMILES string: CCCNCO.O
Total charge: 0

```
20
Properties=species:S:1:pos:R:3:forces:R:3
H 0.5788 -2.0329 -0.4143 -0.3316 -0.0027 -0.0957
C -1.3309 -1.4429 -0.2487 0.3282 -0.8809 0.6175
H -0.3578 1.5289 -0.3062 0.1714 0.2376 -0.8395
H -2.0979 -1.9916 0.2828 -0.4522 0.1647 0.0670
H 0.9975 0.5970 1.7611 -0.1821 -0.0976 0.1089
C 1.3063 0.7207 0.7272 0.3585 0.2211 -0.9392
H 2.5938 -1.0008 1.1448 0.0685 0.0104 -0.0490
H -0.6679 -0.5079 1.4047 -0.0387 -0.0679 0.0496
H -3.1429 2.7297 -0.6191 0.0960 -0.3408 -0.2950
O -2.9116 2.0705 -1.2927 -0.0423 0.3160 0.2528
N -0.9793 -0.2628 0.4757 0.5028 0.1057 -1.3852
C 2.4890 -0.2106 0.3993 -0.1038 -0.1226 0.1899
C 0.0956 0.5491 -0.2283 -0.8227 0.2185 3.3129
H 3.4358 0.3248 0.3406 -0.0119 0.0020 0.1112
H 0.3801 0.1014 -1.1517 0.0786 -0.1029 -0.8412
O -0.2904 -2.4468 -0.3086 0.1855 0.2809 -0.1536
H -2.3827 1.4149 -0.8232 -0.1036 -0.0687 0.1438
H -1.7020 -1.2065 -1.2462 0.1953 0.1799 -0.1003
H 1.6269 1.7645 0.6722 0.1145 -0.0913 -0.1155
H 2.3595 -0.6988 -0.5693 -0.0107 0.0386 -0.0392
```
Forces are in eV/Å.

natural (NBO) population analysis, charges in e, atoms 1 to 6: number 1, H, carries 0.46; number 2, C, carries 0.08; number 3, H, carries 0.20; number 4, H, carries 0.18; number 5, H, carries 0.20; number 6, C, carries -0.41


C4H13NO2 | the ωB97M-V functional and the def2-TZVPD basis

Summary:
HOMO level (spin up / spin down): -13.1527 / -13.1525 eV
Energy above the lowest of the compared OMol25 structures with the same formula, charge and spin: 491.71 kJ/mol
E_LUMO (spin up / spin down): -7.0 / -7.0 eV
Total charge: +1
2S+1: 2

```
20
Properties=species:S:1:pos:R:3:forces:R:3
O 0.1349 -3.7740 -0.5286 0.0399 0.0758 1.7411
C 1.0572 2.9053 0.8678 1.2384 -0.9563 -0.4392
H -2.6720 1.3366 2.2087 0.0335 -0.2626 0.3208
C 1.0059 0.4413 0.5290 -0.5137 0.0790 0.2737
H 0.4325 -4.6683 -0.3173 -0.0153 -0.2817 -0.7416
H -0.2094 -1.3442 0.0199 0.4178 -0.1411 0.7933
H -0.0585 -3.1349 -1.4945 -0.1948 -0.0278 -1.6278
H -2.4943 1.6980 0.5759 0.1479 -0.1373 -0.0266
C 0.5477 -0.6442 -0.3343 0.1341 0.3983 -1.6243
H 0.1464 1.9506 -0.7038 -0.0574 -0.3388 -0.2180
H 1.3950 -1.2055 -0.7704 0.0039 -0.2037 0.7806
C 0.7428 1.7659 0.1785 -0.4257 0.7608 -0.2547
O -0.3940 -2.5124 -2.3534 -0.0181 0.7305 0.1112
H 1.4942 0.2538 1.4863 0.0935 -0.1499 -0.1727
N -2.0757 1.6812 1.4885 -0.2374 0.7029 -0.3656
H 0.7702 3.8437 0.4305 -0.2984 0.3606 0.2142
H 0.0943 -0.2646 -1.2545 -0.0849 0.3686 0.2148
H -1.0931 1.5521 1.5489 -0.0942 -0.3318 0.2081
H -0.6038 -2.7969 -3.2537 0.1870 -0.6221 0.4554
H 1.7795 2.9167 1.6766 -0.3560 -0.0234 0.3573
```
Forces are in eV/Å.

natural (NBO) population analysis, charges in e, atoms 1 to 6: number 1, O, carries -0.62; number 2, C, carries 0.00; number 3, H, carries 0.39; number 4, C, carries 0.26; number 5, H, carries 0.49; number 6, H, carries 0.32


C4H13NO2 | the ωB97M-V functional and the def2-TZVPD basis

Summary:
HOMO level (spin up / spin down): -14.0796 / -14.0794 eV
Energy above the lowest of the compared OMol25 structures with the same formula, charge and spin: 237.69 kJ/mol
E_LUMO (spin up / spin down): -3.2 / -8.5 eV
Total charge: +1
2S+1: 2

```
20
Properties=species:S:1:pos:R:3:forces:R:3
N 0.3598 -1.0430 -0.5966 -1.9682 2.3147 -3.5974
H 0.3311 1.1312 -0.6425 0.0609 -0.8748 -0.3562
O 3.2462 4.1342 0.9062 -0.2278 -0.6541 -1.5930
C 0.3832 0.4648 1.3534 -1.8311 -0.9462 -0.4630
C -2.1475 -1.5916 -0.4935 -1.1452 -1.1820 2.1956
C -1.0254 -1.0935 -1.3483 1.6339 -0.5456 0.7880
H -0.6814 0.0978 1.3876 0.6848 1.0200 0.2438
H -1.1238 -0.0580 -1.6806 -0.1423 -0.3005 -0.3476
O -2.6883 -2.7928 -1.0393 -0.1485 0.6029 -0.1930
H 2.3342 4.1511 1.2119 0.7412 0.4285 0.8205
C 0.7956 0.2633 -0.1312 1.0923 -0.3980 1.6684
H 1.8894 0.2849 -0.1917 -0.2729 0.1945 -0.2672
H 3.9553 4.3417 1.5091 -0.5499 0.2157 0.7865
H -1.7341 -1.8127 0.5150 -0.2991 0.2000 -0.4190
H -0.9284 -1.8934 -2.1093 0.2224 0.9761 0.0049
H 0.4761 1.5250 1.5910 -0.0434 -0.3453 0.2637
H 0.8673 -0.2177 2.0392 0.6628 0.2504 0.0424
H 0.9782 -1.4271 -1.3076 0.8764 -0.8217 0.8554
H -2.9692 -0.8581 -0.3033 0.6213 -0.5746 -0.6200
H -2.3183 -3.6062 -0.6693 0.0324 0.4403 0.1872
```
Forces are in eV/Å.

natural (NBO) population analysis, charges in e, atoms 1 to 6: number 1, N, carries -0.10; number 2, H, carries 0.27; number 3, O, carries -0.97; number 4, C, carries -0.59; number 5, C, carries -0.11; number 6, C, carries -0.28


Which of these has the highest energy above the lowest of the compared OMol25 structures with the same formula, charge and spin? number 9